[1]
The following is a DFT calculation (the ωB97M-V functional and the def2-TZVPD basis) of 7 unconnected molecules or ions with the total composition C27H72N4O11.

The SMILES is COCCNCCOC.COCCNCCOC.COCCNCCOC.COCCNCCOC.CO.CO.CO. As for the net charge: 0.

The geometry in XYZ format:
```
114
Properties=species:S:1:pos:R:3:lowdin_charge:R:1
C -2.066 -0.218 4.919 -0.09
O -0.692 -0.338 4.508 -0.20
C 0.080 0.772 4.927 -0.25
C 1.444 0.724 4.319 -0.22
N 2.132 -0.488 4.746 -0.04
C 3.544 -0.549 4.379 -0.21
C 3.864 -0.471 2.904 -0.23
O 3.249 -1.639 2.374 -0.20
C 3.361 -1.705 0.966 -0.12
H -2.137 -0.323 6.004 0.08
H -2.599 -1.083 4.480 0.09
H -2.481 0.774 4.709 0.08
H 0.280 0.783 5.991 0.12
H -0.426 1.684 4.668 0.11
H 2.043 1.585 4.569 0.10
H 1.274 0.835 3.203 0.12
H 1.560 -1.288 4.413 0.12
H 3.983 -1.492 4.732 0.12
H 4.074 0.309 4.854 0.10
H 4.975 -0.341 2.691 0.14
H 3.368 0.398 2.445 0.10
H 2.801 -2.569 0.651 0.07
H 4.410 -1.809 0.676 0.09
H 2.917 -0.797 0.434 0.10
C -8.305 -6.887 -3.455 -0.12
O -7.361 -6.511 -2.479 -0.19
C -6.147 -6.173 -3.078 -0.26
C -5.135 -5.883 -1.997 -0.22
N -3.776 -5.744 -2.437 -0.06
C -2.763 -5.705 -1.408 -0.20
C -2.184 -7.058 -0.939 -0.18
O -3.261 -7.816 -0.365 -0.22
C -3.018 -9.017 0.287 -0.12
H -9.211 -7.185 -2.971 0.07
H -7.935 -7.776 -4.030 0.10
H -8.524 -5.988 -4.078 0.10
H -6.244 -5.339 -3.797 0.13
H -5.774 -7.038 -3.623 0.12
H -5.124 -6.732 -1.334 0.11
H -5.490 -4.948 -1.475 0.14
H -3.698 -4.914 -2.989 0.10
H -3.183 -5.243 -0.533 0.11
H -1.897 -5.225 -1.786 0.08
H -1.437 -6.832 -0.146 0.12
H -1.713 -7.613 -1.754 0.12
H -3.998 -9.379 0.451 0.07
H -2.528 -8.865 1.290 0.10
H -2.494 -9.726 -0.295 0.07
C -1.758 2.265 -3.281 -0.12
O -2.025 3.506 -2.656 -0.20
C -1.057 4.490 -3.000 -0.23
C -1.077 5.462 -1.818 -0.20
N -0.670 6.850 -2.126 -0.08
C 0.676 6.899 -2.628 -0.25
C 0.960 8.292 -3.137 -0.22
O 2.227 8.188 -3.778 -0.21
C 2.735 9.365 -4.268 -0.14
H -0.863 1.772 -2.877 0.06
H -1.574 2.364 -4.377 0.09
H -2.655 1.588 -3.241 0.10
H -1.319 5.036 -3.915 0.13
H -0.050 4.053 -2.999 0.11
H -0.370 5.106 -1.010 0.11
H -2.025 5.501 -1.339 0.10
H -1.367 7.130 -2.844 0.12
H 0.914 6.175 -3.518 0.15
H 1.411 6.701 -1.821 0.13
H 1.073 8.976 -2.328 0.12
H 0.189 8.562 -3.887 0.13
H 1.993 9.861 -4.947 0.10
H 3.585 9.037 -4.859 0.09
H 2.997 10.081 -3.514 0.08
C -0.452 1.743 0.745 -0.07
O 0.978 1.934 0.837 -0.21
C 1.409 3.106 0.178 -0.25
C 2.914 3.315 0.293 -0.19
N 3.155 3.641 1.683 -0.05
C 4.514 3.828 2.099 -0.24
C 4.474 4.103 3.565 -0.22
O 4.175 2.849 4.256 -0.23
C 4.365 3.000 5.677 -0.12
H -0.994 2.603 1.168 0.09
H -0.760 0.815 1.244 0.08
H -0.837 1.610 -0.250 0.06
H 0.849 3.964 0.655 0.13
H 1.111 3.046 -0.885 0.11
H 3.209 4.183 -0.290 0.12
H 3.390 2.453 -0.136 0.11
H 2.804 2.957 2.348 0.10
H 4.925 4.688 1.586 0.12
H 5.261 3.011 2.088 0.13
H 3.696 4.841 3.811 0.13
H 5.454 4.484 3.890 0.12
H 3.788 3.829 6.184 0.10
H 5.404 3.218 5.937 0.08
H 4.037 2.074 6.183 0.08
C -0.221 -2.484 1.413 -0.10
O -1.327 -1.766 0.841 -0.13
H -0.292 -2.485 2.472 0.07
H -0.202 -3.480 1.060 0.07
H 0.703 -1.999 1.100 0.06
H -2.137 -2.114 1.207 0.08
C 0.410 -5.028 -3.343 -0.16
O 1.533 -5.728 -3.878 -0.12
H -0.567 -5.066 -3.822 0.08
H 0.350 -5.321 -2.310 0.06
H 0.704 -3.980 -3.283 0.06
H 1.923 -5.161 -4.556 0.07
C 0.749 -1.041 -2.019 -0.12
O -0.495 -1.801 -2.072 -0.14
H 1.342 -1.314 -2.874 0.07
H 0.565 0.023 -1.992 0.05
H 1.286 -1.259 -1.073 0.06
H -0.900 -1.704 -1.188 0.04
```

---

[2]
The following is a DFT calculation (the ωB97M-V functional and the def2-TZVPD basis) of 9 unconnected molecules or ions with the total composition C27H72O27S9.

The SMILES is CCOS(C)(=O)=O.CCOS(C)(=O)=O.CCOS(C)(=O)=O.CCOS(C)(=O)=O.CCOS(C)(=O)=O.CCOS(C)(=O)=O.CCOS(C)(=O)=O.CCOS(C)(=O)=O.CCOS(C)(=O)=O. As for the net charge: 0.

The geometry in XYZ format:
```
135
Properties=species:S:1:pos:R:3:lowdin_charge:R:1
C -1.029 4.352 -8.099 -0.06
C 0.402 4.099 -7.647 -0.29
O 0.794 5.058 -6.664 -0.28
S 1.657 4.561 -5.385 0.64
C 0.401 3.633 -4.462 -0.09
O 2.638 3.669 -5.962 -0.29
O 1.963 5.723 -4.597 -0.28
H -1.079 5.127 -8.861 0.08
H -1.643 4.664 -7.254 0.05
H -1.403 3.420 -8.523 0.08
H 0.580 3.054 -7.389 0.12
H 1.069 4.252 -8.500 0.12
H -0.541 3.632 -4.997 0.07
H 0.361 4.031 -3.452 0.04
H 0.785 2.618 -4.356 0.06
C -4.626 -6.716 4.771 -0.06
C -4.055 -5.319 5.023 -0.27
O -3.184 -4.925 3.973 -0.25
S -1.604 -4.787 4.292 0.60
C -1.099 -6.522 4.470 -0.10
O -0.942 -4.182 3.185 -0.27
O -1.458 -4.194 5.589 -0.29
H -4.914 -7.250 5.677 0.08
H -3.877 -7.302 4.236 0.07
H -5.531 -6.727 4.161 0.08
H -4.861 -4.589 5.073 0.13
H -3.564 -5.378 5.996 0.11
H -1.559 -6.979 5.347 0.07
H -0.061 -6.531 4.810 0.07
H -1.274 -7.061 3.546 0.07
C -2.788 -0.531 4.420 -0.06
C -2.198 0.869 4.392 -0.26
O -0.838 0.829 3.936 -0.27
S 0.328 0.815 5.044 0.63
C 0.664 -0.962 5.195 -0.10
O 1.501 1.397 4.427 -0.30
O -0.192 1.343 6.294 -0.28
H -3.749 -0.522 4.942 0.09
H -2.242 -1.208 5.081 0.06
H -2.904 -0.911 3.408 0.07
H -2.799 1.473 3.711 0.12
H -2.325 1.374 5.347 0.11
H 0.789 -1.488 4.249 0.07
H -0.104 -1.512 5.739 0.05
H 1.584 -0.993 5.779 0.07
C 4.199 2.506 2.512 -0.06
C 4.176 3.883 1.842 -0.27
O 2.832 4.342 1.836 -0.28
S 2.589 5.864 1.393 0.61
C 3.317 6.722 2.819 -0.09
O 3.293 6.102 0.160 -0.27
O 1.166 6.063 1.473 -0.27
H 3.417 1.879 2.095 0.05
H 4.198 2.624 3.591 0.09
H 5.118 2.037 2.149 0.09
H 4.848 4.515 2.432 0.12
H 4.560 3.776 0.825 0.13
H 3.365 5.989 3.621 0.07
H 2.575 7.469 3.087 0.07
H 4.309 7.109 2.614 0.07
C -0.641 -6.909 -4.615 -0.06
C 0.484 -6.681 -3.617 -0.29
O 0.266 -5.442 -2.949 -0.24
S 1.481 -4.907 -2.003 0.62
C 2.716 -4.346 -3.189 -0.09
O 1.010 -3.760 -1.293 -0.29
O 1.997 -6.031 -1.260 -0.28
H -0.373 -7.637 -5.381 0.08
H -0.863 -6.027 -5.221 0.08
H -1.566 -7.169 -4.104 0.08
H 0.516 -7.510 -2.909 0.12
H 1.451 -6.707 -4.127 0.11
H 2.349 -3.462 -3.702 0.08
H 2.910 -5.195 -3.837 0.06
H 3.585 -4.074 -2.592 0.07
C -0.869 -1.135 1.156 -0.05
C 0.431 -0.915 0.445 -0.24
O 0.159 0.232 -0.401 -0.27
S 1.236 1.477 -0.476 0.65
C 0.643 2.530 0.866 -0.08
O 2.589 1.029 -0.247 -0.29
O 0.912 2.150 -1.717 -0.29
H -1.693 -1.317 0.465 0.07
H -1.135 -0.207 1.667 0.07
H -0.817 -1.919 1.915 0.07
H 1.318 -0.715 1.050 0.10
H 0.712 -1.802 -0.130 0.09
H 1.209 2.176 1.722 0.05
H -0.438 2.455 0.849 0.08
H 0.963 3.521 0.567 0.03
C -4.772 -1.291 0.425 -0.08
C -4.493 -2.102 -0.807 -0.30
O -3.975 -1.254 -1.825 -0.25
S -3.295 -2.005 -3.124 0.62
C -1.594 -1.585 -2.831 -0.11
O -3.427 -3.421 -2.933 -0.29
O -3.779 -1.314 -4.290 -0.28
H -5.702 -0.713 0.327 0.08
H -4.042 -0.551 0.748 0.07
H -5.031 -1.957 1.253 0.08
H -3.694 -2.782 -0.481 0.11
H -5.360 -2.707 -1.067 0.13
H -1.564 -0.528 -2.561 0.07
H -1.032 -1.721 -3.749 0.08
H -1.306 -2.160 -1.955 0.06
C 4.227 -0.862 3.624 -0.07
C 4.069 -1.322 2.200 -0.26
O 2.970 -2.261 2.150 -0.28
S 3.399 -3.777 1.713 0.64
C 1.743 -4.576 1.703 -0.10
O 3.895 -3.798 0.360 -0.29
O 4.141 -4.364 2.811 -0.29
H 4.308 -1.709 4.306 0.08
H 3.407 -0.211 3.928 0.05
H 5.165 -0.315 3.755 0.08
H 3.830 -0.513 1.506 0.10
H 5.012 -1.733 1.829 0.12
H 1.847 -5.581 1.307 0.07
H 1.025 -3.976 1.154 0.04
H 1.419 -4.627 2.740 0.04
C -2.518 6.460 -5.256 -0.06
C -2.055 6.899 -3.880 -0.31
O -1.466 5.830 -3.180 -0.25
S -1.025 6.135 -1.628 0.63
C 0.511 7.044 -1.808 -0.09
O -2.062 6.982 -1.097 -0.28
O -0.727 4.892 -0.974 -0.27
H -1.628 6.060 -5.760 0.05
H -2.930 7.233 -5.894 0.09
H -3.165 5.590 -5.130 0.09
H -1.394 7.766 -4.004 0.12
H -2.929 7.313 -3.368 0.11
H 1.137 6.501 -2.519 0.05
H 1.007 7.010 -0.842 0.04
H 0.270 8.018 -2.222 0.07
```

---

[3]
The following is a DFT calculation (the ωB97M-V functional and the def2-TZVPD basis) of 9 unconnected molecules or ions with the total composition C27H72O27S9.

The SMILES is CCOS(C)(=O)=O.CCOS(C)(=O)=O.CCOS(C)(=O)=O.CCOS(C)(=O)=O.CCOS(C)(=O)=O.CCOS(C)(=O)=O.CCOS(C)(=O)=O.CCOS(C)(=O)=O.CCOS(C)(=O)=O. As for the net charge: 0.

The geometry in XYZ format:
```
135
Properties=species:S:1:pos:R:3:lowdin_charge:R:1
C 10.639 0.079 1.873 -0.06
C 9.495 1.085 1.666 -0.29
O 8.426 0.350 1.051 -0.27
S 6.948 1.051 1.144 0.62
C 7.102 2.172 -0.276 -0.10
O 5.941 0.073 0.859 -0.28
O 6.878 1.755 2.389 -0.29
H 10.834 -0.394 0.916 0.08
H 10.181 -0.615 2.582 0.08
H 11.510 0.510 2.357 0.08
H 9.217 1.562 2.602 0.11
H 9.831 1.858 0.968 0.12
H 7.411 3.130 0.145 0.07
H 6.065 2.347 -0.555 0.05
H 7.799 1.764 -0.992 0.08
C -8.383 -3.458 -0.197 -0.06
C -6.974 -3.083 -0.685 -0.25
O -6.155 -4.163 -0.201 -0.26
S -4.570 -4.122 -0.525 0.63
C -4.503 -4.786 -2.219 -0.09
O -4.139 -2.746 -0.662 -0.30
O -3.950 -5.032 0.402 -0.28
H -9.176 -2.845 -0.629 0.08
H -8.374 -3.227 0.869 0.07
H -8.673 -4.487 -0.391 0.08
H -6.935 -3.087 -1.777 0.12
H -6.704 -2.094 -0.323 0.09
H -4.486 -5.871 -2.176 0.07
H -3.633 -4.322 -2.670 0.06
H -5.408 -4.439 -2.714 0.06
C -9.509 -0.305 1.023 -0.07
C -8.465 0.743 0.728 -0.24
O -7.424 0.105 -0.065 -0.30
S -6.483 1.071 -0.992 0.63
C -5.043 1.168 0.097 -0.11
O -6.100 0.302 -2.150 -0.28
O -7.122 2.366 -1.088 -0.29
H -9.241 -1.340 1.217 0.05
H -10.217 -0.272 0.189 0.09
H -10.112 0.023 1.875 0.08
H -8.854 1.593 0.177 0.11
H -7.993 1.052 1.665 0.12
H -4.782 0.145 0.353 0.06
H -5.293 1.767 0.968 0.07
H -4.285 1.661 -0.507 0.06
C 5.293 -2.931 -3.322 -0.06
C 5.291 -1.614 -4.052 -0.26
O 5.247 -0.544 -3.086 -0.26
S 4.530 0.846 -3.536 0.62
C 2.883 0.633 -2.856 -0.09
O 5.262 1.892 -2.876 -0.28
O 4.401 0.845 -4.970 -0.28
H 5.914 -2.918 -2.419 0.08
H 5.614 -3.778 -3.928 0.09
H 4.321 -3.213 -2.913 0.04
H 6.147 -1.420 -4.696 0.12
H 4.377 -1.600 -4.652 0.11
H 2.398 1.516 -3.280 0.08
H 2.776 0.787 -1.788 0.04
H 2.507 -0.304 -3.252 0.06
C -2.245 -1.375 3.643 -0.07
C -0.833 -1.949 3.633 -0.25
O -0.399 -2.548 2.405 -0.27
S -0.921 -4.061 2.085 0.61
C 0.279 -4.956 3.108 -0.09
O -2.226 -4.243 2.640 -0.26
O -0.612 -4.245 0.701 -0.28
H -2.990 -2.095 3.292 0.07
H -2.449 -0.561 2.945 0.06
H -2.490 -1.135 4.677 0.09
H -0.201 -1.101 3.900 0.13
H -0.721 -2.705 4.412 0.10
H -0.115 -5.961 3.246 0.08
H 0.338 -4.472 4.077 0.06
H 1.213 -4.967 2.555 0.06
C -0.824 9.068 -0.829 -0.07
C -1.339 7.962 -1.716 -0.28
O -0.221 7.139 -2.068 -0.27
S -0.511 5.668 -2.678 0.62
C -0.513 4.693 -1.133 -0.09
O -1.813 5.633 -3.299 -0.29
O 0.655 5.344 -3.446 -0.28
H -0.437 8.804 0.155 0.08
H -1.532 9.885 -0.691 0.08
H 0.045 9.499 -1.339 0.08
H -2.079 7.322 -1.220 0.12
H -1.841 8.338 -2.610 0.12
H -1.562 4.651 -0.861 0.06
H 0.136 5.193 -0.422 0.06
H -0.068 3.738 -1.403 0.04
C 2.576 0.364 0.920 -0.06
C 1.363 -0.322 0.349 -0.30
O 0.195 0.428 0.701 -0.27
S -0.940 0.749 -0.474 0.64
C -1.494 -0.942 -0.572 -0.11
O -1.905 1.573 0.176 -0.28
O -0.280 1.145 -1.692 -0.26
H 2.595 1.368 0.485 0.08
H 3.488 -0.107 0.555 0.07
H 2.564 0.466 2.005 0.08
H 1.611 -0.369 -0.717 0.07
H 1.268 -1.397 0.526 0.10
H -1.754 -1.330 0.405 0.06
H -0.726 -1.559 -1.043 0.05
H -2.260 -0.977 -1.350 0.08
C 3.940 -4.805 -0.131 -0.06
C 2.546 -4.375 -0.558 -0.28
O 2.593 -4.430 -1.973 -0.29
S 1.439 -3.719 -2.905 0.65
C 0.094 -4.886 -2.566 -0.08
O 1.110 -2.399 -2.385 -0.30
O 1.873 -3.905 -4.259 -0.27
H 4.691 -4.050 -0.367 0.07
H 4.220 -5.783 -0.518 0.09
H 4.032 -4.903 0.956 0.08
H 1.897 -5.149 -0.128 0.11
H 2.225 -3.412 -0.158 0.11
H -0.535 -4.414 -1.817 0.05
H 0.617 -5.791 -2.277 0.07
H -0.380 -4.989 -3.539 0.07
C 1.700 4.865 2.542 -0.07
C 1.065 3.517 2.805 -0.27
O 0.024 3.593 3.790 -0.25
S -1.502 3.877 3.281 0.62
C -2.024 2.174 3.173 -0.13
O -2.222 4.430 4.382 -0.27
O -1.431 4.503 1.989 -0.28
H 0.972 5.607 2.202 0.07
H 2.494 4.799 1.799 0.08
H 2.077 5.345 3.448 0.08
H 0.674 3.049 1.897 0.10
H 1.801 2.793 3.156 0.12
H -1.279 1.714 2.526 0.03
H -3.024 2.119 2.754 0.07
H -1.963 1.726 4.159 0.07
```

---

E_tot list, top to bottom, in eV: -57641.3577, -181961.4490, -181961.1224
Energy above the lowest of the compared OMol25 structures with the same formula, charge and spin list, top to bottom, in kJ/mol: 255.8, 148.9, 180.4
E_LUMO list, top to bottom, in eV: 0.5, 0.1, 0.0